[1]
Molecular formula: C33H42F9N2O11P
Method: DFT, ωB97M-V/def2-TZVPD

```
98
Properties=species:S:1:pos:R:3:mulliken_charge:R:1
P -4.31 -4.02 2.77 0.7340
F -4.54 -3.25 -1.11 -0.0523
F -0.81 1.31 0.48 -0.6955
F -1.95 2.58 -1.72 -0.2196
F -4.38 -5.06 0.07 -0.2872
F -1.22 3.08 1.69 -0.3914
F -0.23 3.54 -0.76 -0.3024
F -3.92 2.03 -0.09 -0.3087
F -6.13 -3.79 0.23 -0.2814
F -3.58 2.51 2.01 -0.3222
O -3.27 0.09 2.58 -0.5137
O -4.73 -0.93 0.39 -0.3142
O 0.97 0.75 1.96 0.5720
O -5.97 -1.54 2.19 -0.5122
O -2.93 -4.84 2.84 -0.5732
O -4.31 -3.00 3.99 -0.5255
O -2.11 5.29 -1.64 -0.4297
O -5.47 -4.92 2.76 -0.8112
O -3.99 -0.19 -1.86 -0.3542
O -0.92 -1.12 2.00 1.0706
O -3.00 4.91 0.41 -0.4660
N 6.69 1.22 1.18 -0.5671
N 4.31 3.08 -1.98 -0.1333
C -4.80 -3.79 0.10 0.0661
C 0.95 0.01 3.15 -1.0399
C 6.53 -0.07 -0.83 -0.3584
C 7.00 -1.19 -0.18 -0.4176
C -0.05 -1.15 3.12 -0.7798
C -3.66 -0.12 -3.24 -0.1690
C -3.16 0.30 1.40 0.5157
C -1.89 -2.15 2.16 -4.2045
C 3.03 4.39 -3.53 -0.7570
C -2.32 4.58 -0.52 -0.2514
C -3.11 1.81 0.97 0.6881
C 0.07 -1.70 -0.66 1.5731
C -2.77 -2.25 0.91 2.6944
C -3.27 -0.86 0.37 1.2872
C -4.15 -2.97 1.26 1.6754
C 2.34 2.25 0.62 -0.1421
C -2.87 -0.52 -1.08 -0.9988
C 1.59 -1.60 -0.46 -0.3294
C 1.99 1.74 2.00 -0.8965
C 2.32 -1.14 -1.72 -1.4956
C 3.27 3.24 -2.79 0.0223
C 7.15 0.13 1.79 -0.3163
C -5.09 -1.75 1.41 -0.7387
C 5.16 4.11 -1.89 -0.0654
C -0.47 -3.04 -0.15 -1.8449
C -1.67 2.35 0.64 0.5629
C -3.87 -1.46 -3.92 -1.1548
C -1.55 3.25 -0.62 0.9587
C 5.01 5.30 -2.59 -0.7506
C 6.39 1.11 -0.12 0.5840
C -1.98 -3.19 -0.06 -1.4280
C 3.92 5.44 -3.43 -0.1457
C 7.32 -1.09 1.17 -0.3551
H 0.67 0.66 3.99 0.3846
H 3.77 6.35 -3.99 0.4013
H -3.72 -3.28 4.69 0.3559
H -3.12 -5.60 3.40 0.3672
H 2.29 -1.94 -2.46 0.4584
H -0.68 -1.08 4.02 0.3215
H 2.88 3.18 0.72 0.5174
H -2.62 0.21 -3.37 0.2179
H 2.88 1.34 2.49 0.4629
H -2.48 -1.91 3.04 1.1466
H -0.44 -0.88 -0.17 -0.9153
H -4.31 0.64 -3.67 0.4491
H 1.66 2.59 2.61 0.3235
H -1.38 -3.10 2.33 1.0849
H -2.75 6.02 -1.61 0.3882
H 6.26 -0.10 -1.88 0.4188
H 7.39 0.25 2.84 0.3859
H 1.94 -0.39 3.35 0.4765
H 1.45 2.41 0.02 -0.4027
H 1.89 -0.24 -2.14 0.2168
H 5.74 6.09 -2.47 0.3564
H 6.01 3.97 -1.23 0.3816
H 7.70 -1.94 1.72 0.3911
H -2.17 0.31 -1.09 -0.5905
H 0.03 -3.32 0.77 0.4676
H 3.37 -0.98 -1.49 0.3783
H 6.01 2.00 -0.60 -0.0783
H -4.86 -1.82 -3.65 0.2412
H 0.48 -2.10 3.12 0.3413
H 2.98 1.56 0.08 0.0286
H -0.15 -3.79 -0.89 0.4720
H 2.58 2.41 -2.84 0.2265
H -2.17 -4.20 0.29 0.4571
H -2.35 -1.36 -1.52 0.8519
H -2.37 -3.16 -1.07 0.4971
H -3.78 -1.38 -5.00 0.4878
H -0.12 -1.66 -1.73 0.5377
H 2.16 4.45 -4.17 0.3986
H -3.16 -2.19 -3.56 0.1871
H 1.96 -2.59 -0.22 0.4216
H 7.12 -2.13 -0.71 0.3906
H 1.83 -0.97 0.39 -0.2090
```

SMILES string   CCCCC[C@@]1(COCCOCC)[C@](COCC)(C(=O)C(F)(F)C(F)(F)C(F)(F)C(=O)O)OC(=O)[C@]1(C(F)(F)F)P(=O)(O)O.c1ccncc1.c1ccncc1
E_LUMO   0.10 eV
Molecular weight   844.66 u
Frontier orbital gap   9.753 eV
Net charge   0
Calculated total energy   -94151.298 eV

---

[2]
Molecular formula: C33H42N3NaO2
Method: DFT, ωB97M-V/def2-TZVPD

```
81
Properties=species:S:1:pos:R:3:mulliken_charge:R:1
Na 0.76 0.54 -0.20 0.7467
O -0.90 1.16 -1.56 -0.3532
O 2.84 1.28 0.10 -0.6976
N 1.57 0.32 -2.23 -0.3093
N 0.53 0.18 -3.14 -0.6379
N -1.33 -2.15 -0.53 1.0690
C 2.90 -3.14 2.09 -0.9105
C -2.88 1.37 -3.52 0.0126
C -3.92 1.38 -4.45 -0.7342
C 2.22 -4.32 1.81 -0.6507
C -1.68 2.31 1.59 0.8499
C -1.69 0.69 -3.78 0.5600
C -3.78 0.71 -5.66 -0.3513
C -0.47 2.99 1.38 1.5704
C 1.90 3.55 2.06 -2.4932
C 4.93 0.30 0.66 -1.4889
C 0.91 -4.22 1.34 -0.3036
C -1.14 -2.95 0.68 -1.3506
C -1.57 0.02 -4.99 -0.3373
C -1.76 1.32 2.58 2.0783
C 1.83 1.26 3.86 -2.4592
C -0.66 -0.12 4.35 -2.4788
C -0.63 1.00 3.35 0.5610
C -0.91 -2.85 -1.72 -1.0241
C 3.70 0.41 -0.24 1.1278
C 2.52 -0.56 -2.24 1.1764
C -0.33 3.93 0.20 -2.4555
C 0.30 -2.98 1.18 0.4479
C 2.46 -1.76 -3.16 -1.2756
C -0.60 0.70 -2.72 -0.5278
C 0.63 2.73 2.20 0.6058
C 0.93 -1.75 1.47 -0.0392
C 0.57 1.68 3.13 1.9814
C 2.26 -1.91 1.92 0.2437
C -3.04 0.54 2.80 -2.4144
C -2.63 -1.54 -0.67 -0.7060
C -2.84 2.63 0.67 -2.6603
C 3.63 -0.46 -1.33 -1.1645
C -2.60 0.02 -5.92 -0.6714
H -0.64 -0.50 -5.18 0.4170
H -3.56 0.88 3.70 0.3760
H 1.96 1.81 4.80 0.3201
H -0.80 -2.16 -2.56 0.2157
H -2.69 2.12 -0.29 0.3535
H 4.41 -1.20 -1.42 0.0996
H -2.58 -0.75 -1.43 0.1327
H 2.40 3.65 3.03 0.5066
H -2.89 3.70 0.47 0.4577
H -1.77 -2.53 1.46 0.1846
H 3.93 -3.18 2.44 0.3495
H -1.50 -3.98 0.50 0.1502
H 2.70 -5.28 1.93 0.3225
H 1.64 -2.41 -2.86 0.1175
H -2.83 -0.53 2.93 0.4002
H -3.72 0.62 1.96 0.3504
H -1.67 -0.35 4.69 0.5133
H 2.25 -1.43 -4.18 0.3047
H -4.59 0.70 -6.38 0.3468
H -3.80 2.33 1.08 0.5419
H 1.68 4.55 1.69 0.5293
H 2.84 -1.01 2.14 0.2068
H 1.82 0.20 4.07 0.5567
H 0.05 -3.33 -1.54 0.1617
H 0.37 -5.14 1.08 0.2411
H -0.65 4.95 0.43 0.3364
H -2.97 1.88 -2.57 0.2874
H 5.75 0.91 0.25 0.4675
H -2.92 -1.09 0.27 -0.0684
H -2.49 -0.51 -6.85 0.3509
H -3.41 -2.27 -0.97 0.2521
H -0.24 -1.01 3.87 0.2841
H -0.06 0.11 5.23 0.4772
H -0.91 3.56 -0.65 0.3362
H -1.64 -3.64 -2.01 0.2530
H 4.69 0.69 1.65 0.2142
H 3.39 -2.32 -3.13 0.3927
H -4.84 1.91 -4.23 0.3815
H 2.59 3.05 1.36 0.2892
H 0.71 3.96 -0.14 0.4936
H 5.27 -0.73 0.74 0.3264
H 2.71 1.45 3.23 0.2342
```

E_LUMO   4.00 eV
Molecular weight   535.71 u
Frontier orbital gap   4.494 eV
Net charge   -2
Calculated total energy   -47884.766 eV

---

[3]
Molecular formula: C33H42N7O6SSi2Sr
Method: DFT, ωB97M-V/def2-TZVPD

```
92
Properties=species:S:1:pos:R:3:mulliken_charge:R:1
Sr -0.81 0.48 0.36 1.1701
S 3.69 2.26 1.01 -0.4120
Si -2.58 -3.81 -0.63 0.5456
Si -1.88 -1.55 -2.71 0.1049
O -1.62 -1.22 2.08 -0.6492
O 0.71 -1.49 0.41 1.6565
O 1.70 3.62 3.60 -0.5433
O -0.46 -2.98 2.82 -0.6917
O 1.22 0.77 -1.11 -0.1448
O 0.27 3.01 1.98 -0.5413
N -1.55 4.94 -1.99 -0.7950
N 0.34 0.46 2.86 0.0736
N -1.69 7.12 -0.82 -0.6899
N -3.30 0.15 -0.40 0.2353
N 1.94 3.75 -0.40 0.4785
N 3.18 4.91 0.98 0.3220
N -1.25 2.82 -0.77 -0.7235
C -1.99 0.29 -3.11 -0.7142
C -4.80 -1.62 0.16 -0.9102
C 1.53 -1.33 3.88 -0.2518
C 4.66 -2.48 -0.31 -1.1249
C 2.77 -0.98 -0.71 -0.0384
C -1.42 3.84 -1.31 0.4128
C -0.83 -4.51 -0.77 -1.0063
C 1.01 2.72 2.89 0.1030
C -3.07 -4.11 1.19 -1.5111
C -0.06 -2.00 -2.92 -0.7510
C 2.30 0.23 -1.36 1.3564
C 1.94 -1.75 0.16 -0.2880
C -3.68 -5.02 -1.59 -1.2548
C 3.16 0.91 -2.40 -2.1156
C 2.42 5.92 0.25 -0.8591
C 2.92 3.66 0.52 -0.0793
C 2.30 0.92 4.13 -0.5074
C 1.23 1.32 3.34 0.4872
C -2.65 -2.05 -1.12 1.7675
C -2.74 -2.40 -4.16 -1.3625
C 1.34 5.08 -0.42 -0.3815
C 3.84 -3.25 0.54 -0.6653
C 0.48 -0.83 3.13 1.0692
C 4.11 -1.38 -0.92 -0.8714
C -5.28 0.62 0.87 -1.0775
C -5.61 -0.75 0.82 -0.5008
C -4.13 0.99 0.22 -0.3027
C 4.31 5.27 1.79 -1.0441
C 2.45 -0.43 4.39 -0.6812
C -0.63 -1.68 2.60 -0.2918
C -3.58 -1.19 -0.47 -0.5342
C 2.54 -2.90 0.76 -0.8818
C -1.63 6.08 -1.32 0.6445
H -3.65 -6.02 -1.15 0.3447
H 3.29 -0.78 4.98 0.4237
H 4.25 -4.13 1.03 0.4253
H -3.04 -3.19 1.79 0.4328
H -2.33 -2.05 -5.12 0.3101
H 5.05 5.83 1.20 0.3145
H 3.00 1.66 4.49 0.4965
H -1.36 0.94 -2.49 -0.0227
H 2.01 6.67 0.93 0.3684
H 2.57 1.69 -2.88 0.3202
H 3.07 6.43 -0.47 0.3389
H -3.81 2.03 0.21 0.3092
H -1.20 -3.45 2.39 0.1664
H 3.52 0.21 -3.15 0.5232
H 1.37 2.95 -0.63 -0.1080
H -3.37 -5.10 -2.63 0.3074
H -4.72 -4.69 -1.58 0.3254
H -0.55 -4.71 -1.81 0.2754
H 4.74 -0.78 -1.57 0.3997
H -5.90 1.34 1.38 0.4329
H -3.82 -2.19 -4.15 0.3182
H -0.10 -3.81 -0.35 -0.1121
H -4.09 -4.50 1.28 0.4174
H -5.09 -2.66 0.07 0.3176
H 4.02 1.37 -1.91 0.3873
H -2.62 -3.48 -4.12 0.2850
H -0.77 -5.46 -0.23 0.4070
H -6.52 -1.11 1.29 0.3860
H -2.41 -4.87 1.63 0.5242
H 0.53 -1.70 -2.05 -0.1230
H -1.66 0.42 -4.15 0.4594
H 5.69 -2.75 -0.48 0.3795
H 1.90 -3.50 1.40 0.4175
H 1.62 -2.40 4.04 0.5012
H 4.00 5.90 2.63 0.3050
H -3.01 0.66 -3.03 0.2692
H 1.12 5.40 -1.44 0.4822
H 4.77 4.36 2.17 0.3090
H 0.41 5.09 0.15 0.1208
H 1.55 4.48 3.17 0.5060
H 0.09 -3.07 -3.08 0.4068
H 0.33 -1.48 -3.80 0.4223
```

E_LUMO   1.60 eV
Molecular weight   808.60 u
Frontier orbital gap   5.361 eV
Net charge   -1
Calculated total energy   -85054.064 eV

---

[4]
Molecular formula: C33H43BCoFN8O4S3
Method: DFT, ωB97M-V/def2-TZVPD

```
94
Properties=species:S:1:pos:R:3:mulliken_spin:R:1
Co 0.46 -2.68 0.84 1.2880
S 0.60 -2.32 2.99 -0.1908
S 2.49 -2.35 0.08 0.0071
S -1.78 -2.44 0.97 -0.0544
F 1.34 -6.87 -4.21 0.0000
O -1.25 -7.89 -4.36 0.0000
O -1.64 -7.69 0.15 0.0002
O 1.39 -4.49 1.53 0.0387
O 0.04 -4.43 -0.17 0.0098
N 1.63 0.13 0.04 0.0146
N -0.90 -0.34 -0.33 -0.0444
N -1.39 -7.83 -2.10 -0.0001
N -0.53 1.28 2.00 -0.0058
N -0.04 0.03 2.02 -0.0005
N -0.88 0.64 -1.24 0.0090
N 0.35 -7.06 -0.76 0.0028
N 1.66 1.46 -0.15 0.0015
C 2.86 3.49 -0.80 0.0006
C -0.93 1.81 3.12 0.0005
C -3.15 0.13 -1.70 -0.0013
C -2.99 1.87 -4.01 0.0005
C 0.07 -0.71 3.12 0.0176
C -0.52 1.87 -3.71 0.0007
C -2.19 3.64 4.33 0.0000
C -0.29 -0.15 4.38 0.0079
C -0.14 -0.95 5.63 -0.0059
C -0.95 -7.53 -0.82 0.0010
C 0.83 -6.59 0.51 0.0033
C 5.09 -1.03 -0.81 0.0038
C -1.96 -1.12 -0.09 0.0202
C -0.37 4.18 2.71 -0.0016
C -3.19 -0.86 -0.77 0.0103
C -1.98 3.31 -2.25 0.0003
C -4.39 -1.68 -0.48 -0.0035
C 3.54 3.75 -2.15 -0.0006
C 2.66 -0.68 -0.18 -0.0146
C -1.52 3.21 3.03 -0.0022
C -0.73 -7.63 -3.31 -0.0001
C -1.96 0.86 -1.94 -0.0043
C 3.70 4.10 0.33 0.0001
C 0.61 -7.09 -3.12 0.0000
C -0.81 1.11 4.35 -0.0007
C 3.92 -0.14 -0.60 0.0122
C 1.09 -6.82 -1.90 -0.0002
C 0.75 -5.09 0.63 0.0015
C -1.87 1.97 -2.98 0.0008
C 1.48 4.13 -0.83 0.0011
C -2.55 3.23 1.90 -0.0004
C 2.78 1.99 -0.56 0.0031
C 3.95 1.21 -0.76 -0.0053
B 0.33 -0.54 0.60 -0.1220
H 0.30 1.85 -3.00 -0.0007
H -2.60 4.64 4.20 0.0000
H 0.35 4.22 3.53 0.0000
H 0.19 -7.01 1.29 0.0007
H -4.67 -1.60 0.58 0.0007
H -1.14 1.57 5.27 0.0001
H 3.54 4.82 -2.35 0.0000
H 2.99 3.26 -2.96 -0.0001
H -3.98 2.04 -3.57 0.0000
H 0.90 -1.23 5.79 0.0018
H -1.78 4.13 -2.94 0.0000
H 1.85 -6.93 0.70 0.0000
H 3.80 5.17 0.16 -0.0001
H -0.47 0.96 -4.31 -0.0001
H -2.33 -8.20 -2.15 0.0000
H -2.99 3.45 -1.85 0.0000
H -0.49 -0.39 6.49 -0.0006
H -3.37 2.54 2.11 0.0000
H -2.09 2.95 0.95 0.0001
H -2.97 4.23 1.80 0.0001
H 2.08 -6.42 -1.75 -0.0008
H -0.71 -1.88 5.56 0.0012
H 5.32 -1.59 0.09 0.0003
H -2.85 2.64 -4.77 -0.0001
H 5.97 -0.44 -1.10 -0.0009
H -1.48 3.69 5.16 0.0001
H 1.59 5.21 -0.89 0.0005
H -3.00 0.91 -4.52 -0.0001
H -4.20 -2.73 -0.68 0.0013
H 4.87 1.69 -1.06 0.0001
H -5.24 -1.36 -1.09 -0.0008
H 4.57 3.41 -2.19 0.0000
H 3.22 3.96 1.30 0.0001
H 0.93 3.80 -1.71 0.0001
H -0.76 5.18 2.55 0.0001
H -4.04 0.35 -2.27 -0.0005
H 0.15 3.85 1.81 0.0005
H 0.89 3.89 0.05 -0.0016
H 4.70 3.68 0.38 0.0000
H -3.01 2.98 4.61 0.0000
H 4.89 -1.75 -1.60 0.0004
H -0.40 2.72 -4.38 0.0001
H -1.28 3.36 -1.43 -0.0002
```

2S+1   2
E_LUMO (spin up / spin down)   -4.50 / -3.48 eV
Molecular weight   800.70 u
Frontier orbital gap (spin up / spin down)   6.260 / 7.281 eV
Net charge   +1
Calculated total energy   -128554.608 eV

---

[5]
Molecular formula: C33H43Cl4F5O27
Method: DFT, ωB97M-V/def2-TZVPD

```
112
Properties=species:S:1:pos:R:3:mulliken_charge:R:1
Cl 14.96 -18.31 24.56 -0.1489
Cl 13.31 -18.09 26.96 -0.1441
Cl 13.88 -14.11 23.52 -0.1621
Cl 13.34 -11.26 23.80 -0.1926
F 16.50 -16.37 20.31 -0.3390
F 15.00 -15.78 30.77 -0.3447
F 20.54 -17.66 21.66 -0.2769
F 17.60 -16.90 25.68 -0.3276
F 17.53 -21.88 28.43 -0.3328
O 21.55 -18.15 28.56 -0.3306
O 16.55 -14.87 25.68 0.5992
O 17.59 -14.74 22.78 0.2226
O 19.01 -11.11 28.01 -0.3804
O 18.31 -15.07 20.70 -0.3955
O 18.59 -18.99 28.25 -0.1330
O 18.64 -13.09 21.71 -0.5058
O 20.30 -16.52 24.57 0.7038
O 20.45 -14.45 31.08 -0.2927
O 12.46 -18.72 31.80 -0.5488
O 11.84 -14.84 26.80 -0.4220
O 10.94 -13.50 25.24 -0.3261
O 19.96 -13.36 29.18 -0.0608
O 20.40 -12.23 31.07 -0.3706
O 21.48 -15.94 22.79 -0.3885
O 14.09 -17.87 30.49 -0.3252
O 16.72 -15.07 27.90 -0.4014
O 14.74 -14.51 27.01 -0.3605
O 12.22 -16.71 30.81 -0.3579
O 22.43 -17.28 26.70 -0.3303
O 17.45 -11.04 26.42 -0.4787
O 20.47 -14.35 24.04 -0.4345
O 17.27 -9.68 28.19 -0.5649
O 21.83 -19.44 26.73 -0.5696
O 16.55 -19.86 28.45 -0.3099
O 10.71 -15.69 25.04 -0.3247
O 17.12 -18.04 29.65 -0.4550
C 21.93 -18.40 27.29 0.7774
C 20.85 -12.56 32.39 0.5109
C 18.32 -12.10 26.00 3.0024
C 11.24 -14.70 25.78 0.5530
C 17.35 -16.12 22.52 0.4526
C 14.32 -16.61 29.90 1.0149
C 21.71 -16.77 28.84 0.2683
C 13.57 -17.53 25.30 0.4494
C 13.91 -12.72 24.62 0.8401
C 17.74 -15.55 25.91 1.6018
C 20.83 -17.74 24.05 -0.2593
C 20.26 -13.34 30.33 0.1272
C 15.89 -14.77 26.88 0.0674
C 22.13 -14.93 27.09 -1.1862
C 18.21 -14.18 21.72 0.3945
C 18.04 -15.20 27.36 1.4742
C 20.71 -15.48 23.81 -0.4012
C 12.90 -16.07 29.73 -0.1433
C 21.39 -17.33 22.69 0.0863
C 10.23 -13.66 24.01 -0.3471
C 20.09 -11.75 33.40 -1.4501
C 19.31 -12.22 27.19 -0.4232
C 20.62 -14.09 32.45 -0.6679
C 17.67 -16.28 21.04 0.2788
C 17.25 -20.78 27.65 0.1794
C 22.58 -16.24 27.68 0.2128
C 8.69 -15.71 23.67 -1.6066
C 17.38 -18.88 28.87 0.5097
C 10.08 -15.18 23.86 0.5693
C 18.51 -20.01 27.27 0.0356
C 17.85 -10.53 27.60 0.4147
C 12.87 -17.85 31.11 0.5366
C 18.95 -11.83 24.66 -1.6651
H 21.51 -14.60 32.81 0.3003
H 13.29 -12.90 25.48 0.0104
H 16.33 -16.33 22.81 0.1108
H 8.72 -16.78 23.45 0.3649
H 18.18 -11.82 23.89 0.3444
H 17.72 -13.01 25.90 -1.4379
H 12.47 -16.29 28.76 0.0752
H 16.64 -21.10 26.80 0.3211
H 8.01 -15.54 24.50 0.3623
H 18.56 -15.99 27.90 -0.0499
H 20.05 -18.49 24.03 0.1867
H 14.94 -12.54 24.91 -0.5271
H 12.88 -14.99 29.86 0.3042
H 18.32 -17.10 20.76 0.2408
H 18.55 -15.17 25.30 -0.9725
H 19.79 -14.38 33.09 0.3119
H 18.62 -14.29 27.38 -2.6095
H 22.20 -16.59 29.80 0.3211
H 19.13 -13.16 27.71 1.4167
H 19.76 -12.52 24.46 0.1940
H 19.39 -10.82 24.66 0.4550
H 20.74 -16.27 28.86 -0.2560
H 12.68 -17.70 24.71 0.4793
H 8.28 -15.21 22.79 0.4079
H 22.45 -14.07 27.67 0.5120
H 21.05 -14.91 26.92 -0.0031
H 20.34 -12.18 26.85 0.3137
H 21.93 -12.39 32.45 0.3056
H 21.65 -18.12 24.67 0.2787
H 9.31 -13.09 24.02 0.3357
H 19.10 -12.18 33.54 0.3707
H 18.35 -19.58 26.28 -0.1330
H 23.63 -16.18 27.97 0.2735
H 10.67 -15.53 23.01 0.2291
H 20.62 -11.70 34.35 0.3785
H 17.98 -16.75 23.16 -0.4075
H 22.38 -17.73 22.47 0.3355
H 13.72 -16.45 25.35 -0.6561
H 19.96 -10.73 33.03 0.3410
H 19.43 -20.60 27.25 0.3513
H 14.93 -16.70 29.02 -0.2761
H 22.60 -14.90 26.10 0.4741
H 10.88 -13.29 23.21 0.2252
```

SMILES string   O=C1OC[C@@H](F)O1.O=C1OC[C@@H](F)O1.O=C1OC[C@@H](F)O1.O=C1OC[C@@H](F)O1.O=C1OC[C@@H](F)O1.C[C@H]1COC(=O)O1.C[C@H]1COC(=O)O1.C[C@H]1COC(=O)O1.C[C@H]1COC(=O)O1.ClCCl.ClCCl
E_LUMO   0.04 eV
Molecular weight   1108.48 u
Frontier orbital gap   10.532 eV
Net charge   0
Calculated total energy   -153880.520 eV